Model w:
Here is 2 unconnected molecules or ions with the total composition C5H12NO from the Open Molecules 2025 dataset. Energies are from the ωB97M-V functional and the def2-TZVPD basis.

```
19
Properties=species:S:1:pos:R:3
C 0.126 -2.041 0.870
C 1.232 1.225 0.398
C 2.069 -0.334 -1.391
C -2.718 0.926 0.023
C 1.340 -0.137 -0.203
N 0.841 -1.111 0.441
O -1.949 -0.198 0.595
H 0.560 -2.706 1.569
H -0.817 -2.181 0.355
H 0.216 1.407 0.696
H 1.913 1.520 1.218
H 1.728 1.824 -0.397
H 1.517 0.418 -2.038
H 1.995 -1.328 -1.862
H 3.055 -0.003 -1.245
H -2.226 1.306 -0.791
H -2.917 1.547 0.835
H -3.601 0.491 -0.409
H -2.364 -0.625 1.336
```

The lowest unoccupied orbital energy comes out at -3.96 eV. Its HOMO energy is -14.28 eV. Its spin multiplicity is 1. As for the total charge: +1. For the frontier orbital gap, the calculation gives 0.3793 Ha.

=====

Model x:
Here is a gas-phase ion, C5H12NO (charge +1) from the Open Molecules 2025 dataset. Energies are from the ωB97M-V functional and the def2-TZVPD basis.

```
19
Properties=species:S:1:pos:R:3
C 1.449 1.084 -0.207
C 0.544 -0.024 -0.699
C 1.093 -1.403 -0.399
C -0.918 0.063 -0.078
N -0.794 -0.389 1.454
C -1.959 0.961 -0.585
O -1.991 -0.498 -0.552
H 1.593 0.988 0.888
H 1.238 2.001 -0.620
H 2.493 0.921 -0.522
H 0.411 0.044 -1.856
H 1.485 -1.424 0.711
H 1.855 -1.596 -1.029
H 0.370 -2.215 -0.434
H -1.421 0.224 2.122
H 0.250 -0.252 1.794
H -1.141 -1.326 1.262
H -2.481 1.514 0.281
H -2.077 1.327 -1.530
```

The lowest unoccupied orbital energy comes out at -3.60 eV. Its HOMO energy is -15.39 eV. Its spin multiplicity is 1. The SMILES is CC(C)[C@@]1([NH3+])CO1. As for the total charge: +1. For the frontier orbital gap, the calculation gives 0.4332 Ha.

=====

Short version: model w is the most stable of them.

=====

Model w:
Here is C3H4ClF in the gas phase from the Open Molecules 2025 dataset. Energies are from the ωB97M-V functional and the def2-TZVPD basis.

```
9
Properties=species:S:1:pos:R:3
C 0.040 -0.767 1.202
C -0.045 0.323 0.535
C -0.275 0.306 -0.931
F 1.026 -0.050 -1.611
Cl -0.525 1.879 -1.767
H 0.407 -0.800 2.209
H 0.172 -1.765 0.806
H 0.189 1.312 0.972
H -0.989 -0.437 -1.415
```

The lowest unoccupied orbital energy comes out at 0.67 eV. Its HOMO energy is -11.03 eV. Its spin multiplicity is 1. The SMILES is C=C[C@H](F)Cl. As for the total charge: 0. For the frontier orbital gap, the calculation gives 0.4299 Ha.

=====

Model x:
Here is C3H4ClF in the gas phase from the Open Molecules 2025 dataset. Energies are from the ωB97M-V functional and the def2-TZVPD basis.

```
9
Properties=species:S:1:pos:R:3
F 2.206 -0.647 0.113
C 0.956 -0.226 -0.348
C 0.762 1.177 -0.208
C -0.034 0.107 0.580
Cl -1.871 -0.217 -0.071
H 0.846 -0.675 -1.257
H 0.335 1.599 -1.016
H 1.110 1.880 0.629
H -0.441 0.362 1.696
```

The lowest unoccupied orbital energy comes out at 0.57 eV. Its HOMO energy is -10.36 eV. Its spin multiplicity is 1. The SMILES is F[C@@H]1C[C@H]1Cl. As for the total charge: 0. For the frontier orbital gap, the calculation gives 0.4018 Ha.

=====

Model y:
Here is C3H4ClF in the gas phase from the Open Molecules 2025 dataset. Energies are from the ωB97M-V functional and the def2-TZVPD basis.

```
9
Properties=species:S:1:pos:R:3
C -0.749 1.149 -0.415
C -0.505 -0.137 -0.160
Cl -1.413 -1.546 -0.265
C 0.888 -0.643 0.433
F 1.666 -1.194 -0.756
H -0.076 1.979 -0.482
H -1.877 1.571 -0.450
H 0.581 -1.449 1.255
H 1.484 0.269 0.841
```

The lowest unoccupied orbital energy comes out at 0.74 eV. Its HOMO energy is -9.90 eV. Its spin multiplicity is 1. The SMILES is C=C(Cl)CF. As for the total charge: 0. For the frontier orbital gap, the calculation gives 0.3907 Ha.

=====

Short version: model w is the most stable of them.

=====

Model w:
Here is a gas-phase ion, CH3ClO2PS (charge -1) from the Open Molecules 2025 dataset. Energies are from the ωB97M-V functional and the def2-TZVPD basis.

```
9
Properties=species:S:1:pos:R:3
C -1.204 0.791 0.214
S 0.323 0.640 1.252
P 1.339 -0.576 -0.140
O 0.591 0.072 -1.950
O 2.768 -0.877 0.023
Cl 0.381 -2.336 0.200
H -1.754 0.229 1.012
H -0.871 0.238 -0.659
H -1.573 1.819 0.049
```

The lowest unoccupied orbital energy comes out at 3.29 eV. Its HOMO energy is -4.43 eV. Its spin multiplicity is 1. The SMILES is CS[P@@](=O)([O-])Cl. As for the total charge: -1. For the frontier orbital gap, the calculation gives 0.2835 Ha.

=====

Model x:
Here is a molecular structure, CH3ClO2PS from the Open Molecules 2025 dataset. Energies are from the ωB97M-V functional and the def2-TZVPD basis.

```
9
Properties=species:S:1:pos:R:3
C 1.148 0.329 0.091
O -3.291 -0.218 0.058
O -1.580 1.609 -0.424
P -1.887 0.311 0.161
S -0.166 -1.082 0.307
Cl 1.897 -2.675 -0.144
H 1.994 -0.205 -0.426
H 1.157 0.897 0.953
H 0.728 1.036 -0.575
```

The lowest unoccupied orbital energy comes out at 2.86 eV. Its HOMO energy is -4.88 eV. Its spin multiplicity is 1. As for the total charge: -1. For the frontier orbital gap, the calculation gives 0.2844 Ha.

=====

Short version: model x is the most stable of them.

=====

Model w:
Here is 2 unconnected molecules or ions with the total composition C4H11OS from the Open Molecules 2025 dataset. Energies are from the ωB97M-V functional and the def2-TZVPD basis.

```
17
Properties=species:S:1:pos:R:3
C -2.176 -0.394 -0.880
C -1.778 0.200 -2.221
S -0.065 0.836 -2.274
H -1.939 -1.451 -0.847
H -1.752 0.180 -0.064
H -3.272 -0.410 -0.732
H -2.419 1.049 -2.490
H -1.945 -0.506 -3.036
H 0.967 -0.234 -0.726
C 1.422 0.366 1.070
O 1.336 -0.652 0.105
C 2.188 -0.142 2.276
H 1.895 1.262 0.671
H 0.417 0.664 1.393
H 2.327 0.684 2.984
H 1.626 -0.926 2.789
H 3.167 -0.527 1.983
```

The lowest unoccupied orbital energy comes out at 3.94 eV. Its HOMO energy is -2.66 eV. Its spin multiplicity is 1. As for the total charge: -1. For the frontier orbital gap, the calculation gives 0.2424 Ha.

=====

Model x:
Here is 2 unconnected molecules or ions with the total composition C4H11OS from the Open Molecules 2025 dataset. Energies are from the ωB97M-V functional and the def2-TZVPD basis.

```
17
Properties=species:S:1:pos:R:3
C 1.134 0.346 -1.454
C 2.251 0.955 -0.502
S 1.430 1.670 0.905
H 0.629 1.140 -1.961
H 1.568 -0.331 -2.232
H 0.437 -0.235 -0.874
H 2.677 1.832 -1.073
H 3.011 0.298 -0.170
H -0.498 1.408 1.058
C -1.153 -0.487 1.288
O -1.338 0.901 0.923
C -1.995 -1.302 0.316
H -0.076 -0.721 1.142
H -1.504 -0.638 2.419
H -1.594 -2.336 0.281
H -3.058 -1.382 0.701
H -1.923 -1.117 -0.766
```

The lowest unoccupied orbital energy comes out at 3.97 eV. Its HOMO energy is -2.63 eV. Its spin multiplicity is 1. As for the total charge: -1. For the frontier orbital gap, the calculation gives 0.2427 Ha.

=====

Model y:
Here is 2 unconnected molecules or ions with the total composition C4H11OS from the Open Molecules 2025 dataset. Energies are from the ωB97M-V functional and the def2-TZVPD basis.

```
17
Properties=species:S:1:pos:R:3
C -1.701 -2.160 -0.265
O -0.894 -1.196 0.250
H -1.816 -3.045 0.406
H -2.730 -1.816 -0.461
H -1.340 -2.562 -1.235
C 0.442 1.239 -1.391
C 0.122 1.810 -0.011
S 1.512 1.702 1.147
C 1.442 -0.076 1.530
H -0.289 1.566 -2.134
H 0.394 0.155 -1.323
H 1.443 1.535 -1.706
H -0.698 1.249 0.443
H -0.148 2.867 -0.045
H 1.493 -0.200 2.608
H 0.496 -0.479 1.144
H 2.271 -0.590 1.045
```

The lowest unoccupied orbital energy comes out at 3.52 eV. Its HOMO energy is -2.69 eV. Its spin multiplicity is 1. As for the total charge: -1. For the frontier orbital gap, the calculation gives 0.2280 Ha.

=====

Short version: model w is the most stable of them.

=====

Model w:
Here is C5H8N2 in the gas phase from the Open Molecules 2025 dataset. Energies are from the ωB97M-V functional and the def2-TZVPD basis.

```
15
Properties=species:S:1:pos:R:3
C -1.836 -0.910 0.582
C -0.643 -0.345 -0.143
C -0.494 1.103 -0.447
N 0.267 0.486 0.628
C 1.698 0.328 0.450
C 2.140 -0.101 -0.896
N 2.443 -0.443 -1.959
H -2.196 -0.200 1.334
H -1.573 -1.843 1.092
H -2.650 -1.121 -0.120
H -0.182 -1.010 -0.876
H 0.034 1.367 -1.365
H -1.256 1.811 -0.127
H 2.184 1.283 0.673
H 2.062 -0.407 1.175
```

The lowest unoccupied orbital energy comes out at 0.98 eV. Its HOMO energy is -9.89 eV. Its spin multiplicity is 1. The SMILES is C[C@H]1CN1CC#N. As for the total charge: 0. For the frontier orbital gap, the calculation gives 0.3993 Ha.

=====

Model x:
Here is C5H8N2 in the gas phase from the Open Molecules 2025 dataset. Energies are from the ωB97M-V functional and the def2-TZVPD basis.

```
15
Properties=species:S:1:pos:R:3
C -0.124 1.766 0.969
C 0.430 0.973 -0.249
C 0.872 -0.431 0.240
N -0.444 -1.094 0.219
C -0.864 -2.046 -0.835
C -0.890 -0.587 -0.987
N -0.485 0.542 -1.419
H -0.369 1.093 1.801
H -1.011 2.365 0.754
H 0.648 2.450 1.350
H 1.239 1.555 -0.704
H 1.557 -0.882 -0.494
H 1.295 -0.466 1.244
H -0.092 -2.641 -1.332
H -1.762 -2.597 -0.558
```

The lowest unoccupied orbital energy comes out at 1.04 eV. Its HOMO energy is -9.45 eV. Its spin multiplicity is 1. The SMILES is C[C@H]1CN2CC2=N1. As for the total charge: 0. For the frontier orbital gap, the calculation gives 0.3854 Ha.

=====

Model y:
Here is C5H8N2 in the gas phase from the Open Molecules 2025 dataset. Energies are from the ωB97M-V functional and the def2-TZVPD basis.

```
15
Properties=species:S:1:pos:R:3
C -1.522 -0.357 -0.103
C -0.241 -0.203 -1.020
C 0.764 0.910 -0.797
C 0.372 1.892 0.196
N 0.010 2.701 0.941
N 1.077 -0.482 -0.502
C 1.047 -0.974 0.860
H -1.509 -0.334 1.002
H -2.203 0.455 -0.332
H -1.996 -1.319 -0.317
H -0.397 -0.524 -2.054
H 1.404 1.344 -1.572
H 0.055 -0.748 1.261
H 1.835 -0.525 1.467
H 1.168 -2.062 0.814
```

The lowest unoccupied orbital energy comes out at 0.92 eV. Its HOMO energy is -9.62 eV. Its spin multiplicity is 1. The SMILES is C[C@H]1[C@@H](C#N)N1C. As for the total charge: 0. For the frontier orbital gap, the calculation gives 0.3875 Ha.

=====

Short version: model w is the most stable of them.

=====

Model w:
Here is C5H8N2 in the gas phase from the Open Molecules 2025 dataset. Energies are from the ωB97M-V functional and the def2-TZVPD basis.

```
15
Properties=species:S:1:pos:R:3
C -1.492 -0.082 -1.337
C -0.697 -0.767 -0.518
C 0.330 -0.121 0.348
C 0.485 1.365 0.500
N 1.657 -0.749 0.005
C -0.138 -0.514 1.620
N -0.705 -0.771 2.562
H -2.205 -0.683 -1.839
H -1.567 0.979 -1.423
H -0.733 -1.923 -0.489
H 0.987 1.896 -0.352
H -0.498 1.876 0.534
H 1.182 1.563 1.391
H 1.394 -1.697 -0.116
H 2.000 -0.371 -0.886
```

The lowest unoccupied orbital energy comes out at 0.80 eV. Its HOMO energy is -9.93 eV. Its spin multiplicity is 1. The SMILES is C=C[C@](C)(N)C#N. As for the total charge: 0. For the frontier orbital gap, the calculation gives 0.3945 Ha.

=====

Model x:
Here is C5H8N2 in the gas phase from the Open Molecules 2025 dataset. Energies are from the ωB97M-V functional and the def2-TZVPD basis.

```
15
Properties=species:S:1:pos:R:3
C -1.274 -0.705 0.603
C -0.544 0.187 -0.407
C 0.106 1.427 0.296
N 1.593 1.230 0.470
C 1.847 0.035 0.328
C 1.493 -1.061 -0.334
N 0.409 -0.629 -1.187
H -1.434 -1.696 0.171
H -0.709 -0.828 1.534
H -2.249 -0.279 0.860
H -1.272 0.588 -1.121
H -0.390 1.661 1.244
H 0.061 2.320 -0.338
H 1.658 -2.097 -0.086
H 0.705 -0.153 -2.034
```

The lowest unoccupied orbital energy comes out at 0.37 eV. Its HOMO energy is -8.41 eV. Its spin multiplicity is 1. The SMILES is C[C@H]1CN=C=CN1. As for the total charge: 0. For the frontier orbital gap, the calculation gives 0.3224 Ha.

=====

Model y:
Here is C5H8N2 in the gas phase from the Open Molecules 2025 dataset. Energies are from the ωB97M-V functional and the def2-TZVPD basis.

```
15
Properties=species:S:1:pos:R:3
C -2.042 0.141 0.568
N -1.352 -0.646 -0.642
N 0.060 -0.303 -0.433
C 0.950 -1.298 -0.023
C 2.100 -0.625 0.351
C 1.800 0.792 -0.002
C 0.653 0.955 -0.380
H -1.591 -0.568 1.382
H -1.900 1.207 0.785
H -3.091 0.156 0.511
H -1.772 0.151 -1.516
H 0.441 -2.450 -0.219
H 3.203 -0.983 0.130
H 2.425 1.562 -0.053
H 0.116 1.909 -0.460
```

The lowest unoccupied orbital energy comes out at 0.86 eV. Its HOMO energy is -8.57 eV. Its spin multiplicity is 1. The SMILES is CNn1cccc1. As for the total charge: 0. For the frontier orbital gap, the calculation gives 0.3469 Ha.

=====

Short version: model w is the most stable of them.